Formula: C42H40F15GeN6P2PdS
Source: the Open Molecules 2025 dataset
Level of theory: ωB97M-V/def2-TZVPD

ORCA input file:
```
! wB97M-V def2-TZVPD RIJCOSX def2/J DEFGRID3
* xyz -1 1
Pd -0.23326 -0.18241 0.15662
C 0.06745 3.70911 2.06843
P -0.41309 2.06518 1.34482
C -0.31020 1.14985 2.99742
N -0.98582 1.62044 4.01010
C -0.91673 0.97430 5.20860
C -1.66414 1.45574 6.30717
C -1.55299 0.84627 7.52437
C -0.69850 -0.27020 7.69187
C 0.01696 -0.75858 6.63679
C -0.08461 -0.13855 5.36909
N 0.64986 -0.61206 4.32233
C 0.54081 -0.02352 3.16122
P 1.41836 -0.77403 1.68522
C 1.68519 -2.47208 2.32919
C 3.14750 -0.03780 1.84822
C 4.01389 -0.76781 0.81541
C 3.77243 -0.17909 3.23469
C 3.07102 1.44226 1.47397
C -2.26007 2.38187 1.08777
C -2.35471 3.06991 -0.28029
C -2.89035 1.00370 0.99682
C -2.97983 3.24805 2.12676
H -0.41750 3.87002 3.03207
H -0.22551 4.50032 1.37256
H 1.15021 3.75767 2.19156
H -2.31200 2.31113 6.15340
H -2.12861 1.20990 8.36595
H -0.62687 -0.74639 8.66197
H 0.66558 -1.62100 6.73276
H 2.12039 -2.48199 3.32839
H 2.31468 -3.02236 1.62947
H 0.70692 -2.95210 2.36614
H 4.16401 -1.81599 1.08305
H 4.99924 -0.29171 0.75518
H 3.55599 -0.73054 -0.17764
H 3.95373 -1.22521 3.49215
H 3.14385 0.25108 4.01465
H 4.73879 0.34144 3.25326
H 2.54647 1.58777 0.52785
H 4.08347 1.85523 1.38930
H 2.54237 2.01461 2.24244
H -1.82037 2.50256 -1.04385
H -1.93953 4.08301 -0.25585
H -3.40725 3.14539 -0.57794
H -2.28012 0.37246 0.31248
H -3.91446 1.06845 0.61322
H -2.90444 0.50442 1.96666
H -2.66035 4.29403 2.06992
H -2.80852 2.89249 3.14190
H -4.05897 3.22062 1.92998
F -6.67051 -2.69236 2.65305
C -6.54465 -2.06670 1.47092
C -5.29229 -1.83975 0.92436
C -5.27786 -1.17371 -0.28689
F -4.13209 -0.91428 -0.92984
C -6.42980 -0.74930 -0.92338
F -6.37255 -0.11461 -2.09913
C -7.65358 -0.99479 -0.33995
F -8.77619 -0.59658 -0.94074
C -7.71553 -1.65848 0.86775
F -8.90465 -1.89087 1.43302
Ge -3.68621 -2.56453 1.87411
S -1.70439 -2.40182 1.19121
C -3.87298 -1.87925 3.73583
C -4.59521 -0.76641 4.12950
F -5.28582 -0.02674 3.24426
C -4.66677 -0.34735 5.44679
F -5.37720 0.73296 5.79035
C -4.01007 -1.06512 6.42236
F -4.10551 -0.69714 7.70161
C -3.26409 -2.17264 6.07347
F -2.65559 -2.88650 7.02555
C -3.18112 -2.53783 4.74500
F -2.41905 -3.60288 4.47062
C -4.27652 -4.49121 1.85209
C -4.18079 -5.11497 0.61580
F -3.99383 -4.39639 -0.50109
C -4.27371 -6.48209 0.45122
F -4.17568 -7.04724 -0.75645
C -4.48268 -7.27710 1.55892
F -4.58712 -8.60121 1.42151
C -4.61214 -6.70011 2.80242
F -4.85408 -7.47563 3.86645
C -4.51941 -5.32581 2.92607
F -4.71952 -4.83449 4.16162
C 0.79401 -0.68346 -2.88789
N 0.66250 -1.08447 -4.29379
C 0.03849 -2.41507 -4.33319
N -1.26895 -2.43587 -3.67629
C -1.09121 -2.01291 -2.27838
N -0.50189 -0.65226 -2.19052
C -1.38648 0.28073 -2.90719
N -1.57597 -0.10151 -4.31221
C -0.25512 -0.14334 -4.94929
C -2.13756 -1.46187 -4.34193
H 1.23542 0.31254 -2.84424
H 1.44738 -1.37962 -2.36501
H 0.69651 -3.12901 -3.83487
H -0.07904 -2.71399 -5.37708
H -0.43074 -2.70754 -1.76621
H -2.04226 -2.02140 -1.76290
H -0.94201 1.27622 -2.86943
H -2.35110 0.30235 -2.40084
H 0.18287 0.85657 -4.92043
H -0.37691 -0.44178 -5.99242
H -2.27874 -1.76020 -5.38293
H -3.10714 -1.45307 -3.84219
*
```

Output
**Energy**: -183316.3931 eV

---

Formula: C4H7NO2
Source: the Open Molecules 2025 dataset
Level of theory: ωB97M-V/def2-TZVPD

ORCA input file:
```
! wB97M-V def2-TZVPD RIJCOSX def2/J DEFGRID3
* xyz 0 1
N 1.89744 0.67627 1.59766
C 0.63338 0.53822 1.09531
O -0.21046 1.40326 1.23774
C 0.33212 -0.77464 0.39684
C -0.95242 -0.77942 -0.47702
C -1.68463 0.33459 -1.24461
O -0.60906 -0.39030 -1.78368
H 2.13212 1.57138 2.00088
H 2.65688 0.05905 1.36039
H 0.34371 -1.57855 1.15146
H 1.17704 -1.02245 -0.27129
H -1.61678 -1.60983 -0.26612
H -1.61682 1.30973 -0.79126
H -2.54279 0.25555 -1.94032
*
```

Output
**Energy**: -9845.0067 eV
**SMILES**: NC(=O)C[C@H]1CO1

---

Formula: C36H94N10O16
Source: the Open Molecules 2025 dataset
Level of theory: ωB97M-V/def2-TZVPD

ORCA input file:
```
! wB97M-V def2-TZVPD RIJCOSX def2/J DEFGRID3
* xyz 0 1
C -2.67434 0.21420 23.29811
C -2.50596 1.46868 22.39663
O -3.50876 1.88327 21.82892
N -1.23948 1.92584 22.21713
C -0.84247 2.95576 21.27142
H -2.29685 -0.70415 22.81008
H -3.74118 -0.07164 23.28737
H -2.33173 0.36226 24.27947
H -0.49086 1.36762 22.67584
H -1.42657 3.86531 21.40656
H -1.00390 2.56543 20.23928
H 0.19317 3.27942 21.39204
C -1.57780 -2.39142 26.07477
C -0.18434 -1.93922 26.44085
O 0.30339 -0.89576 26.04630
N 0.49765 -2.74821 27.31018
C 1.81758 -2.48834 27.73875
H -2.18462 -2.52088 27.04124
H -1.55291 -3.37647 25.71445
H -2.03922 -1.72530 25.38011
H 0.17154 -3.72306 27.35429
H 2.20075 -3.39579 28.20368
H 1.94844 -1.68453 28.48346
H 2.53761 -2.20224 26.92380
C -8.78412 -4.40787 27.38603
C -9.89379 -4.25627 26.37385
O -9.79895 -4.81248 25.26441
N -10.93691 -3.62685 26.84593
C -12.27142 -3.80818 26.26116
H -8.47899 -5.46230 27.53213
H -8.92730 -3.96440 28.44966
H -7.84604 -4.00341 26.95336
H -10.90376 -3.03196 27.66495
H -12.49045 -2.85952 25.78525
H -12.94143 -3.98881 27.04194
H -12.15848 -4.55579 25.49298
C 0.48832 -4.96143 23.23014
C -0.80048 -5.15390 24.10553
O -0.71049 -5.51284 25.25661
N -1.96886 -4.93430 23.42349
C -3.26292 -5.30490 24.05122
H 0.73733 -5.82897 22.67033
H 1.29932 -4.70698 23.88418
H 0.34244 -4.21350 22.40515
H -1.84157 -4.43740 22.55414
H -4.08584 -5.32970 23.31072
H -3.49926 -4.54876 24.83423
H -3.01190 -6.29055 24.53738
C -10.38120 -5.68580 22.16761
C -9.36579 -4.62368 21.74076
O -8.27996 -4.51015 22.27400
N -9.72326 -3.66678 20.78948
C -8.86476 -2.53162 20.54919
H -9.85615 -6.65536 22.22789
H -11.16781 -5.83382 21.53938
H -10.78983 -5.41164 23.17671
H -10.70590 -3.56238 20.54794
H -9.36458 -1.70360 20.08225
H -7.93086 -2.84421 20.06572
H -8.55158 -2.09960 21.50118
C -5.17013 -3.23808 27.16538
C -4.81186 -2.41783 28.34418
O -4.54499 -2.95801 29.42025
N -4.59606 -1.10563 28.00929
C -4.12677 -0.10859 28.88129
H -5.77373 -2.68989 26.44339
H -5.62835 -4.16476 27.47579
H -4.22637 -3.51607 26.77719
H -4.76412 -0.81748 27.08774
H -3.16313 0.27413 28.48412
H -3.89502 -0.46241 29.87436
H -4.84422 0.68843 29.06752
C -6.49305 -5.54131 19.72953
C -5.52511 -6.01018 20.71836
O -4.65536 -5.18945 21.07471
N -5.62892 -7.29826 21.20915
C -6.83382 -8.21468 21.00339
H -6.39719 -4.42438 19.75904
H -7.46313 -5.87910 19.99998
H -6.34223 -5.91510 18.71839
H -5.00339 -7.45572 21.98797
H -7.48953 -7.82577 20.19368
H -7.35791 -8.26907 22.00884
H -6.52334 -9.21052 20.62486
C -10.98298 -0.10570 27.86597
C -10.23052 -1.09556 28.86639
O -10.82558 -2.07658 29.26717
N -8.95793 -0.86292 29.10990
C -8.30028 -1.61982 30.11976
H -12.07694 -0.16754 27.97707
H -10.65262 -0.23568 26.86104
H -10.68704 0.90623 28.12655
H -8.50280 -0.08651 28.67642
H -8.05520 -0.91572 30.89779
H -7.32722 -1.91358 29.79287
H -8.88596 -2.52666 30.42669
C -7.63304 1.92787 23.41161
C -7.84199 1.08696 22.19273
O -8.98650 0.68046 21.86914
N -6.77172 1.03927 21.37135
C -6.90201 0.32512 20.06057
H -7.85204 1.33849 24.32518
H -8.37718 2.69262 23.40537
H -6.60998 2.20988 23.58364
H -5.78879 1.16812 21.72015
H -7.89527 0.53492 19.69377
H -6.85830 -0.75827 20.20787
H -6.14220 0.71739 19.48070
C -5.30044 -2.64316 23.18326
C -6.29884 -1.74716 23.87881
O -5.91437 -0.68723 24.36189
N -7.54389 -2.26321 23.97714
C -8.52112 -1.65438 24.81918
H -5.69680 -3.52956 22.82583
H -4.56450 -2.79955 23.94814
H -4.85286 -2.09590 22.34885
H -7.73250 -3.15852 23.56924
H -9.46821 -2.16784 24.65087
H -8.60931 -0.65074 24.56970
H -8.22493 -1.72031 25.91168
C -1.39210 -1.29215 20.45531
O -1.57565 -2.45667 21.27379
H -0.64317 -1.45950 19.63116
H -2.33694 -0.96209 20.02546
H -0.86334 -0.51514 21.07772
H -1.50340 -3.28451 20.75900
C -4.97934 2.06558 25.93857
O -6.00919 1.18260 26.13314
H -5.24519 3.10441 26.17320
H -4.08552 1.82863 26.61386
H -4.55202 1.98157 24.92432
H -5.96109 0.48416 25.37727
C -6.36188 -6.02450 24.99007
O -6.46027 -6.68933 23.72828
H -7.39357 -5.95959 25.30714
H -5.77812 -6.59236 25.67683
H -6.05652 -4.97103 24.88198
H -7.08507 -6.08737 23.29036
C -8.52809 2.65992 27.92958
O -7.95230 1.38570 28.01245
H -8.48710 3.16746 28.94553
H -7.94930 3.28150 27.27215
H -9.49482 2.70471 27.50687
H -7.18535 1.43922 27.36949
C 1.88344 0.14372 22.96986
O 0.64772 0.53546 23.60261
H 2.13780 -0.89785 23.19618
H 1.73791 0.25239 21.83885
H 2.67749 0.86718 23.23657
H 0.47830 0.00702 24.46545
C -2.24758 -4.60170 18.78732
O -1.98028 -4.77773 20.19363
H -2.98418 -5.28587 18.31253
H -2.45904 -3.51209 18.42522
H -1.27999 -4.81486 18.34165
H -2.77139 -5.05062 20.64681
*
```

Output
**Energy**: -86519.5328 eV

---

Question: energy of number 3 (C36H94N10O16)?
Answer: -86519.5328 eV